# C31H33N2O2

A cluster of 2 separate species, C31H33N2O2 in total (wB97M-V/def2-TZVPD, the OMol25 dataset).

Geometry as XYZ:
```
68
Properties=species:S:1:pos:R:3:lowdin_charge:R:1
O 4.740 -1.628 0.593 0.04
O 0.209 2.840 0.490 -0.06
N -1.999 2.366 2.233 -0.03
N -1.031 4.091 -0.964 -0.08
C -1.821 -1.946 -0.552 -0.19
C -4.019 -2.510 -1.395 -0.01
C -2.030 1.074 4.697 -0.08
C -4.082 -3.620 -0.558 -0.24
C -0.831 1.984 2.853 -0.02
C 5.560 -3.892 -0.021 -0.03
C 7.276 -2.735 -1.855 -0.07
C 1.423 -0.117 0.135 0.03
C 5.554 -2.504 -0.178 -0.22
C -2.032 3.038 1.012 -0.03
C 7.239 -4.109 -1.718 -0.07
C -3.294 4.530 -1.914 -0.09
C -3.215 1.450 4.091 -0.06
C -3.188 2.084 2.878 -0.03
C -5.294 -4.482 -0.542 -0.03
C -3.008 -3.879 0.289 -0.01
C 0.094 4.125 -1.899 -0.22
C -0.907 3.306 0.210 -0.46
C -1.895 -3.074 0.287 0.00
C 1.237 4.986 -1.402 -0.08
C -0.832 1.351 4.066 -0.05
C 1.184 -2.518 -0.067 0.02
C -2.925 -1.685 -1.384 0.01
C 2.523 -2.662 0.159 0.03
C -0.744 -1.010 -0.516 0.14
C 2.753 -0.280 0.387 0.04
C -2.107 5.084 -1.154 -0.23
C 0.592 -1.233 -0.126 -0.18
C 6.388 -4.681 -0.789 -0.07
C 6.448 -1.945 -1.095 -0.01
C 3.352 -1.551 0.380 -0.15
H -2.034 0.577 5.656 0.11
H -2.888 -0.834 -2.041 0.12
H -3.064 -4.715 0.965 0.12
H -3.691 3.636 -1.432 0.06
H 3.373 0.573 0.576 0.13
H 6.394 -5.749 -0.647 0.11
H 0.098 1.075 4.534 0.11
H -4.154 1.264 4.584 0.11
H -0.280 4.461 -2.873 0.12
H -4.104 2.371 2.390 0.13
H -6.092 -4.033 0.053 0.10
H 2.964 -3.640 0.178 0.11
H -0.982 -0.009 -0.838 0.14
H 2.123 4.903 -2.033 0.07
H 7.971 -2.280 -2.539 0.11
H 6.500 -0.874 -1.164 0.12
H 1.527 4.685 -0.396 0.07
H -2.994 3.338 0.645 0.09
H 0.583 -3.390 -0.256 0.12
H 4.953 -4.333 0.749 0.11
H -5.077 -5.466 -0.124 0.09
H -4.843 -2.301 -2.058 0.13
H -5.672 -4.631 -1.554 0.09
H 0.961 6.039 -1.360 0.07
H 0.981 0.866 0.155 0.09
H -1.089 -3.272 0.969 0.11
H 0.091 2.200 2.344 0.11
H -3.015 4.251 -2.933 0.07
H -1.682 5.942 -1.684 0.12
H 0.431 3.091 -2.039 0.11
H -4.102 5.262 -1.975 0.08
H 7.892 -4.729 -2.311 0.11
H -2.399 5.473 -0.173 0.12
```

Summary:
- Net charge: +1
- ΔE to the lowest compared entry with this formula, charge and spin: 47.9 kcal per mole
- Highest occupied orbital energy: -9.23 eV

# C7H20FO5Sr

A structure of composition C7H20FO5Sr (wB97M-V/def2-TZVPD, the OMol25 dataset).

Geometry as XYZ:
```
34
Properties=species:S:1:pos:R:3:lowdin_charge:R:1
Sr 0.738 2.064 1.729 1.77
F 0.780 0.594 -0.192 -0.60
O 4.959 -1.284 -2.860 -0.06
O 2.993 -1.182 0.193 -0.10
O 0.130 0.464 -3.017 -0.06
O -1.256 0.493 1.899 -0.24
O -1.917 0.736 -0.838 -0.11
C -2.186 0.793 -2.245 -0.21
C -1.984 0.732 4.184 -0.03
C 4.095 -0.927 -0.683 -0.24
C 3.821 -1.511 -2.053 -0.26
C -3.192 -0.760 2.531 -0.03
C -0.989 1.333 -2.980 -0.25
C -1.861 -0.234 3.018 -0.43
H -2.973 1.541 -2.358 0.12
H -1.194 -1.057 3.284 0.14
H 5.000 -1.353 -0.256 0.12
H -0.683 2.282 -2.505 0.12
H -3.101 -1.197 1.536 0.09
H -1.168 1.479 4.116 0.05
H -3.873 0.087 2.411 0.10
H 0.501 0.368 -2.130 0.03
H -3.660 -1.463 3.216 0.10
H 3.629 -2.580 -1.911 0.13
H 2.257 -0.645 -0.127 0.01
H 4.786 -1.619 -3.744 0.09
H -1.194 1.585 -4.020 0.13
H -2.885 1.341 4.192 0.09
H -1.823 0.220 5.129 0.09
H 4.227 0.160 -0.767 0.12
H -0.956 0.743 -0.734 0.00
H -2.492 -0.185 -2.611 0.13
H 2.934 -1.031 -2.484 0.12
H -1.461 0.014 1.077 0.06
```

Summary:
- Net charge: +1
- ΔE to the lowest compared entry with this formula, charge and spin: 0.0 kcal per mole
- Highest occupied orbital energy: -12.18 eV

# C19H19F4NO14

A cluster of 5 separate species, C19H19F4NO14 in total (wB97M-V/def2-TZVPD, the OMol25 dataset).

Geometry as XYZ:
```
57
Properties=species:S:1:pos:R:3:lowdin_charge:R:1
F 4.590 2.352 0.974 0.08
F -4.668 1.322 -4.890 0.08
F -0.250 -2.574 -2.529 0.06
F -0.250 -3.260 1.686 0.07
O -1.422 -0.669 1.032 -0.06
O 2.409 -4.080 -0.335 0.07
O 0.783 -2.844 -6.836 0.19
O 0.134 0.633 0.088 0.14
O 4.211 3.062 3.084 0.13
O 3.247 5.044 2.640 0.07
O -4.865 0.973 -2.668 0.14
O -0.033 -4.407 -5.436 0.08
O 3.745 4.497 4.762 0.18
O 0.223 -2.296 -4.718 0.13
O 1.395 -4.797 1.536 0.13
O 3.044 -6.026 0.603 0.18
O -4.552 1.280 -0.456 0.15
O -4.145 2.951 -1.905 0.08
N 1.341 -0.195 2.834 0.14
C -0.339 0.153 1.099 -0.44
C 3.737 4.231 3.609 -0.56
C 1.328 -3.176 -0.073 -0.06
C -0.331 -4.403 -4.038 -0.05
C -0.617 -2.944 -3.784 -0.31
C -0.167 1.578 3.157 -0.03
C 3.537 4.432 1.381 -0.05
C -2.644 0.131 1.123 -0.01
C -4.106 3.018 -3.334 -0.05
C -4.522 1.696 -1.567 -0.53
C -5.040 1.902 -3.725 -0.31
C 1.062 -3.425 1.386 -0.32
C 1.494 1.256 4.763 -0.05
C 2.352 -5.065 0.599 -0.55
C 1.873 0.197 3.976 -0.15
C 3.689 2.983 1.766 -0.31
C 0.400 1.991 4.334 -0.04
C 0.302 0.520 2.423 -0.20
C 0.369 -3.154 -5.774 -0.54
H 0.479 -3.437 -0.697 0.12
H -4.436 3.991 -3.690 0.14
H 4.460 4.849 0.975 0.15
H 1.668 -2.824 2.065 0.16
H -2.419 1.153 1.431 0.08
H -1.653 -2.649 -3.959 0.17
H 2.754 2.417 1.776 0.16
H -3.280 -0.371 1.849 0.10
H 2.731 4.599 0.671 0.14
H -6.092 2.190 -3.784 0.18
H -1.021 2.129 2.774 0.11
H 0.017 2.831 4.896 0.12
H -3.086 2.841 -3.680 0.15
H 2.013 1.522 5.672 0.11
H -3.139 0.213 0.149 0.06
H -1.179 -5.045 -3.817 0.14
H 2.714 -0.394 4.336 0.12
H 1.615 -2.147 -0.279 0.14
H 0.538 -4.755 -3.479 0.15
```

Summary:
- Net charge: 0
- Highest occupied orbital energy: -10.17 eV

# C43H59IrN4PSSi

A structure of composition C43H59IrN4PSSi (wB97M-V/def2-TZVPD, the OMol25 dataset).

Geometry as XYZ:
```
110
Properties=species:S:1:pos:R:3:lowdin_charge:R:1
Ir 0.256 1.112 -1.184 1.14
S 3.567 0.119 0.323 0.78
P -0.274 -2.232 -0.710 0.57
Si 0.411 3.057 0.230 0.50
N 1.115 -3.049 -0.308 -0.21
N -1.144 -3.053 -1.848 -0.19
N 0.088 -0.789 -1.169 -0.40
N -1.202 -2.335 0.654 -0.19
C 3.414 0.096 3.036 -0.11
C -1.199 4.011 -0.097 -0.31
C 5.570 0.668 2.072 -0.11
C -1.499 -4.472 -1.697 -0.20
C 0.471 1.836 2.849 -0.13
C -1.380 4.779 -1.255 -0.14
C 3.945 0.253 4.303 -0.07
C -0.929 -2.544 3.082 -0.17
C 1.672 5.590 -0.466 -0.11
C 0.465 1.840 4.242 -0.10
C -3.350 -4.237 -3.371 -0.18
C 2.422 -2.627 -0.833 -0.24
C -3.121 -2.704 -3.279 -0.17
C 3.113 3.681 -0.473 -0.12
C -2.086 -5.012 -2.990 -0.18
C 0.543 4.242 4.215 -0.08
C -1.653 -2.372 -3.060 -0.20
C 0.514 3.020 2.116 -0.29
C -2.556 5.486 -1.481 -0.09
C -0.719 -1.656 1.857 -0.21
C 3.005 -3.636 -1.860 -0.16
C 1.830 4.208 -0.290 -0.29
C -2.631 -2.619 0.723 -0.21
C -3.083 1.101 -1.461 -0.10
C 6.091 0.822 3.343 -0.08
C 2.750 6.403 -0.809 -0.09
C 5.282 0.613 4.459 -0.07
C 2.063 -4.823 -2.047 -0.21
C 4.015 5.855 -0.976 -0.10
C 1.746 -5.444 -0.687 -0.17
C -2.879 -3.616 1.848 -0.18
C 0.497 3.045 4.928 -0.09
C 0.553 4.226 2.826 -0.09
C 1.142 -4.388 0.283 -0.19
C 4.218 0.303 1.896 -0.68
C -2.500 1.826 -2.682 -0.51
C -2.268 3.941 0.805 -0.10
C -3.595 5.416 -0.563 -0.09
C -3.453 4.633 0.576 -0.09
C 4.196 4.489 -0.802 -0.09
C -1.005 1.569 -2.954 -0.31
C -3.318 1.471 -3.925 -0.09
C -2.384 -3.030 3.175 -0.20
H -1.277 -0.722 1.981 0.12
H 5.694 0.730 5.454 0.10
H 3.108 -2.515 0.013 0.08
H -2.958 2.015 -4.804 0.08
H -3.457 -2.212 -4.192 0.10
H 3.178 -3.142 -2.817 0.11
H -0.673 -1.978 3.985 0.11
H -3.175 -1.690 0.946 0.13
H 2.379 -0.182 2.901 0.08
H -2.991 -2.981 -0.236 0.09
H 4.854 6.489 -1.241 0.10
H -0.250 -3.402 3.022 0.11
H -1.504 -1.305 -2.939 0.06
H -2.170 3.342 1.707 0.10
H -3.114 0.018 -1.624 0.05
H 3.972 -4.004 -1.506 0.11
H 0.429 0.903 4.793 0.10
H 3.317 0.101 5.173 0.10
H 7.128 1.106 3.470 0.10
H 3.276 2.614 -0.357 0.02
H -3.237 0.397 -4.139 0.06
H 0.131 -4.653 0.582 0.09
H 1.068 -6.293 -0.800 0.10
H -2.327 -4.536 1.623 0.11
H -2.312 -6.069 -2.851 0.12
H -0.625 -5.060 -1.423 0.08
H -4.265 4.566 1.293 0.10
H -3.704 -2.282 -2.457 0.10
H 0.333 -1.401 1.726 0.09
H -3.026 -2.186 3.452 0.11
H 5.181 4.051 -0.927 0.10
H 0.437 0.896 2.313 0.05
H 1.744 -4.347 1.197 0.11
H -0.589 4.822 -1.998 0.10
H -2.628 2.893 -2.499 0.09
H -4.378 1.711 -3.783 0.08
H 2.510 -5.567 -2.709 0.11
H 1.143 -4.476 -2.528 0.09
H 2.598 7.468 -0.946 0.10
H -4.157 -4.535 -2.699 0.11
H 0.699 6.046 -0.321 0.09
H -2.471 -3.777 3.966 0.11
H -0.853 0.709 -3.619 0.02
H -2.488 1.286 -0.567 0.03
H 6.187 0.827 1.197 0.10
H -4.515 5.962 -0.739 0.10
H -1.071 -2.671 -3.940 0.12
H 2.297 -1.646 -1.277 0.03
H 0.564 5.187 4.745 0.10
H -2.664 6.083 -2.380 0.10
H -0.532 2.445 -3.406 0.03
H -1.342 -4.945 -3.788 0.11
H -2.239 -4.612 -0.899 0.10
H -4.105 1.443 -1.262 0.08
H 0.587 5.168 2.283 0.10
H 2.674 -5.839 -0.262 0.11
H -3.659 -4.516 -4.378 0.10
H -3.941 -3.866 1.912 0.11
H 0.485 3.057 6.012 0.10
```

Summary:
- <S²>: 8.789
- Net charge: 0
- Multiplicity: 6
- Highest occupied orbital energy (alpha / beta): -5.88 / -8.01 eV

# C5H9NO

An isolated molecule of C5H9NO (wB97M-V/def2-TZVPD, the OMol25 dataset).

Geometry as XYZ:
```
16
Properties=species:S:1:pos:R:3:lowdin_charge:R:1
O -0.501 2.523 0.653 -0.03
N -0.609 -1.254 1.279 0.03
C 1.018 -1.430 -0.575 -0.05
C -0.432 -1.145 -0.182 -0.41
C -0.905 0.264 -0.122 -0.04
C 0.522 2.331 -0.340 -0.10
C -0.075 1.228 0.358 -0.30
H 1.171 -1.373 -1.658 0.08
H 0.124 2.431 -1.351 0.12
H -0.134 -0.426 1.663 0.08
H -1.113 -1.833 -0.703 0.14
H 1.310 -2.435 -0.247 0.08
H 1.687 -0.709 -0.095 0.08
H 1.492 2.765 -0.149 0.10
H -1.571 -1.337 1.584 0.08
H -1.985 0.399 -0.116 0.13
```

Summary:
- Net charge: 0
- ΔE to the lowest compared entry with this formula, charge and spin: 116.7 kcal per mole
- Highest occupied orbital energy: -7.74 eV

# C2H6N2

A cluster of 2 separate species, C2H6N2 in total (wB97M-V/def2-TZVPD, the OMol25 dataset).

Geometry as XYZ:
```
10
Properties=species:S:1:pos:R:3:lowdin_charge:R:1
N 2.094 4.970 -1.375 0.01
N -1.922 -3.537 2.196 0.00
C 2.410 3.849 -1.865 -0.17
C -2.517 -4.319 1.389 -0.15
H -2.421 -3.680 3.081 0.04
H 3.390 3.432 -2.130 0.06
H -2.983 -5.252 1.724 0.06
H 2.668 5.697 -1.815 0.04
H 1.826 2.987 -1.516 0.05
H -2.546 -4.146 0.313 0.05
```

Summary:
- Net charge: 0
- ΔE to the lowest compared entry with this formula, charge and spin: 72.3 kcal per mole
- Highest occupied orbital energy: -10.01 eV

# C18H16ClFN2O3

A structure of composition C18H16ClFN2O3 (wB97M-V/def2-TZVPD, the OMol25 dataset).

Geometry as XYZ:
```
41
Properties=species:S:1:pos:R:3:lowdin_charge:R:1
Cl 0.526 -3.797 2.499 0.63
F 4.446 -4.174 -0.991 0.00
O 1.232 -2.274 -0.310 -0.02
O -3.420 3.739 1.703 -0.01
O 0.678 4.037 -1.226 -0.03
N -3.497 5.857 1.089 0.24
N -1.404 2.505 -0.983 -0.04
C -1.374 0.197 -0.950 -0.05
C 1.339 0.086 -0.455 0.07
C -1.828 4.839 -1.480 0.02
C 2.503 -3.904 0.647 -0.12
C -0.830 -1.151 -0.552 0.03
C -3.100 4.196 -0.738 -0.15
C -2.698 2.666 -0.990 -0.21
C 2.039 -4.556 1.787 -0.50
C 2.539 -2.477 0.288 -0.08
C 3.138 -6.707 1.416 0.06
C 0.529 -1.277 -0.366 -0.37
C -0.721 1.256 -0.791 -0.26
C -0.618 3.779 -1.161 -0.19
C 2.082 -5.912 2.060 -0.08
C -3.360 4.603 0.770 -0.44
C 3.755 -6.139 0.166 0.07
C 3.639 -4.712 0.050 -0.07
C 0.637 1.297 -0.334 0.01
H 2.492 0.067 0.070 0.16
H 2.618 -1.811 1.191 0.16
H -3.277 2.084 0.136 0.23
H 1.178 2.135 -0.406 0.04
H -3.557 6.230 2.029 0.16
H -1.342 -2.057 -0.931 0.11
H -1.374 5.841 -0.515 0.23
H 3.290 -7.634 1.328 0.02
H -3.515 6.374 0.480 -0.07
H 3.058 -2.210 -0.436 0.05
H -2.448 0.185 -1.131 0.11
H -3.148 2.276 -1.860 0.11
H 4.381 -6.641 -0.242 0.00
H -3.990 4.427 -1.178 0.10
H -2.068 5.047 -2.409 0.03
H 1.470 -6.289 2.728 0.04
```

Summary:
- Net charge: 0
- ΔE to the lowest compared entry with this formula, charge and spin: 325.9 kcal per mole
- Highest occupied orbital energy: -7.80 eV

# C5H10

An isolated molecule of C5H10 (wB97M-V/def2-TZVPD, the OMol25 dataset).

Geometry as XYZ:
```
15
Properties=species:S:1:pos:R:3:lowdin_charge:R:1
C 0.065 -1.545 -0.193 -0.09
C 0.361 0.913 0.560 -0.23
C 0.185 0.280 -1.846 0.04
C -0.699 0.577 1.680 -0.14
C 0.218 -0.113 -0.561 -0.40
H -1.792 0.449 1.314 0.10
H -0.775 -1.807 0.533 0.09
H -0.008 -0.520 -2.558 0.05
H 1.000 -1.814 0.365 0.10
H -0.715 1.499 2.318 0.07
H 0.220 2.006 0.176 0.13
H 0.011 -2.223 -1.008 0.06
H 0.338 1.270 -2.232 0.05
H -0.389 -0.394 2.203 0.08
H 1.328 0.854 1.044 0.09
```

Summary:
- Net charge: 0
- ΔE to the lowest compared entry with this formula, charge and spin: 26.4 kcal per mole
- Highest occupied orbital energy: -9.15 eV